Density functional theory data (ωB97M-V/def2-TZVPD) for a 2-piece molecular cluster, C5H11NO overall.

Energy relative to the best compared isomer or geometry (same formula, charge and spin) = 50.7 kcal per mole
Electronic energy = -8899.4993 eV
SMILES = C=NCC.C=CO
HOMO level = -8.5 eV

XYZ file:
```
18
Properties=species:S:1:pos:R:3:forces:R:3:lowdin_charge:R:1
C -2.067232 1.290166 -0.891043 0.0 -0.1 0.0 -0.022
N -1.064063 0.966196 -0.203723 0.2 0.2 0.1 -0.058
C -0.273709 2.040989 0.387555 0.0 -0.1 0.2 -0.294
C -0.215742 1.883840 1.905454 0.1 0.0 -0.3 -0.093
H -2.340809 2.334248 -1.068615 -0.1 0.0 0.0 0.078
H -2.688260 0.514123 -1.329830 0.0 0.0 0.0 0.077
H 0.740198 1.970813 -0.012645 0.0 0.0 -0.1 0.111
H -0.677149 3.027496 0.129175 0.0 0.0 -0.1 0.101
H 0.557070 2.539109 2.305063 -0.1 0.1 0.1 0.071
H -1.173874 2.135353 2.355268 0.0 0.0 0.1 0.072
H 0.037937 0.858301 2.169211 0.0 0.0 0.0 0.068
C 2.045870 -2.990419 -0.723315 0.3 -0.3 0.0 -0.011
C 1.457446 -1.883297 -0.311613 -0.3 0.2 0.0 -0.309
O 0.132259 -1.638642 -0.472601 0.3 0.1 0.1 -0.028
H 3.103074 -3.112615 -0.543542 0.0 0.0 0.0 0.042
H 1.508125 -3.782469 -1.223992 -0.1 0.0 0.0 0.054
H 2.033621 -1.111481 0.190268 -0.1 0.1 0.0 0.105
H -0.075831 -0.727826 -0.194479 -0.4 -0.1 -0.2 0.034
```
Positions in Å, forces in eV/Å.

=====

Density functional theory data (ωB97M-V/def2-TZVPD) for C5H11NO as an isolated structure.

Energy relative to the best compared isomer or geometry (same formula, charge and spin) = 108.1 kcal per mole
Electronic energy = -8897.0096 eV
HOMO level (alpha / beta) = -7.8 / -7.8 eV

XYZ file:
```
18
Properties=species:S:1:pos:R:3:forces:R:3:lowdin_charge:R:1
C -1.085986 -1.346819 -0.845791 0.0 0.0 0.1 -0.079
C -0.360568 -0.039340 -0.867890 0.1 -0.1 -0.1 -0.167
C -1.119329 0.714493 1.275528 -0.1 0.1 0.0 -0.085
N 0.934342 0.055670 -0.495201 -0.3 0.1 -0.1 -0.191
C 1.288068 -0.500017 0.750490 0.2 -0.1 0.0 -0.079
C 1.655151 1.194429 -0.922295 -0.1 0.3 -0.3 -0.249
O 1.300432 1.926985 -1.806282 0.2 -0.3 0.4 0.079
H -0.934389 -1.900965 0.083558 0.0 0.1 -0.1 0.074
H -2.159134 -1.172615 -0.965467 0.2 0.0 0.0 0.080
H -0.758089 -1.978181 -1.684493 0.0 0.1 0.1 0.088
H -0.644053 0.680472 -1.631922 0.0 -0.1 0.1 0.130
H -0.995189 1.769665 1.013552 0.0 -0.1 0.0 0.028
H -2.092351 0.363614 0.926567 0.1 0.1 0.0 0.014
H -1.138636 0.644733 2.373334 0.0 0.0 -0.2 0.026
H 1.151409 -1.578481 0.810880 0.0 0.1 0.0 0.072
H 2.284644 -0.198428 1.077503 -0.2 0.0 -0.1 0.069
H 0.075159 0.048508 1.273831 0.0 0.0 0.0 0.053
H 2.598517 1.316277 -0.365897 -0.1 0.0 0.0 0.137
```
Positions in Å, forces in eV/Å.

=====

Density functional theory data (ωB97M-V/def2-TZVPD) for a 2-piece molecular cluster, C5H11NO overall at a distorted geometry.

Energy relative to the best compared isomer or geometry (same formula, charge and spin) = 66.0 kcal per mole
Electronic energy = -8898.8359 eV
SMILES = C=C/C=C/NC.O
HOMO level = -7.6 eV

XYZ file:
```
18
Properties=species:S:1:pos:R:3:forces:R:3:lowdin_charge:R:1
C -1.524253 -1.811691 1.724568 0.7 0.6 -0.3 -0.014
C -1.428229 -0.814208 0.818717 -1.7 -0.6 -0.6 -0.245
C -0.451210 0.231060 0.670645 -1.0 0.7 1.7 -0.162
C -0.456344 1.085090 -0.390146 0.5 -1.7 0.2 -0.173
N 0.659120 1.680495 -0.918808 -0.5 0.3 0.3 -0.076
C 1.903889 1.520028 -0.203942 0.2 -0.1 0.0 -0.104
H -1.936156 -2.764099 1.420707 -0.9 0.3 0.3 0.046
H -1.048722 -1.775540 2.699776 0.6 -0.1 -0.3 0.046
H -2.214796 -0.818648 0.054029 0.6 -0.5 -0.4 0.102
H 0.028662 0.311088 1.644125 1.4 0.4 -0.7 0.112
H -1.319131 1.010452 -1.044326 0.0 0.2 -0.3 0.121
H 0.470978 2.475331 -1.504287 0.4 0.1 0.0 0.124
H 1.875169 1.971971 0.788243 0.1 0.1 0.0 0.084
H 2.770263 1.873813 -0.758685 -0.3 0.4 -0.1 0.083
H 2.081813 0.450149 -0.082585 -0.2 -0.1 0.2 0.084
O 0.207841 -1.814520 -1.908977 0.2 -0.7 -0.4 -0.046
H 0.010153 -0.893738 -2.037063 -0.1 0.6 0.1 0.001
H 0.370952 -1.917031 -0.971991 -0.1 0.1 0.3 0.018
```
Positions in Å, forces in eV/Å.

=====

Density functional theory data (ωB97M-V/def2-TZVPD) for C5H11NO as an isolated structure at a distorted geometry.

Energy relative to the best compared isomer or geometry (same formula, charge and spin) = 83.8 kcal per mole
Electronic energy = -8898.0614 eV
HOMO level = -8.4 eV

XYZ file:
```
18
Properties=species:S:1:pos:R:3:forces:R:3:lowdin_charge:R:1
C -0.611245 -0.812276 0.168856 1.2 -0.8 3.0 -0.168
C 0.205868 0.026842 -0.711106 2.4 0.5 0.7 -0.297
C -1.884575 -0.324919 0.787543 -0.2 -0.2 0.1 -0.055
C -0.194050 1.461646 -1.015526 -0.3 0.0 -0.1 -0.072
C 1.589513 0.083499 0.210053 0.4 1.7 -3.6 -0.319
O 0.559383 -0.830994 1.505542 -2.4 -0.8 -0.7 -0.121
N 2.724701 -0.326904 -0.257678 -0.7 -0.5 1.2 0.036
H 1.050593 -1.666323 1.565287 -0.4 0.0 -0.2 0.082
H -0.616333 -1.874635 -0.066056 -0.1 0.2 -0.2 0.135
H 0.458785 -0.510767 -1.625875 0.0 0.1 0.0 0.132
H 2.625708 -1.104656 -0.912031 -0.1 0.3 -0.2 0.021
H 1.621986 0.977890 0.840826 -0.1 -0.3 -0.1 0.114
H -2.373416 -1.124860 1.345898 0.1 0.1 0.0 0.083
H -2.585996 -0.009810 0.005903 0.2 0.0 0.0 0.092
H -1.722280 0.517649 1.462446 0.1 0.0 -0.2 0.094
H -1.148536 1.528505 -1.543013 0.0 0.0 0.0 0.076
H -0.270825 2.070954 -0.111850 0.0 -0.1 0.0 0.082
H 0.570718 1.919159 -1.649218 -0.1 -0.1 0.1 0.087
```
Positions in Å, forces in eV/Å.

=====

Density functional theory data (ωB97M-V/def2-TZVPD) for an isolated ion of composition C5H11NO and charge +1 at a distorted geometry.

Energy relative to the best compared isomer or geometry (same formula, charge and spin) = 58.5 kcal per mole
Total charge = +1
Electronic energy = -8890.7995 eV
Spin multiplicity = 2
HOMO level (alpha / beta) = -13.8 / -13.9 eV

XYZ file:
```
18
Properties=species:S:1:pos:R:3:forces:R:3:lowdin_charge:R:1
C -0.915753 -0.044590 2.025924 0.8 -1.2 0.8 -0.269
O -2.289773 0.389057 2.076712 2.0 0.0 0.0 -0.054
C 0.029628 0.914519 1.214917 -3.8 -1.7 -1.1 -0.082
C -0.370031 0.795096 -0.398516 -2.1 -2.4 3.0 -0.109
C 0.175742 -0.475460 -0.885197 0.0 2.3 -1.1 0.004
C 1.300451 -0.477636 -1.647452 1.2 -3.8 -3.5 -0.019
N 1.635241 -1.574816 -2.514881 0.2 3.1 0.2 0.173
H -1.036629 -1.143130 1.728675 0.9 1.5 0.1 0.141
H -0.343326 0.001284 3.036922 -1.6 -0.4 -1.0 0.145
H -2.148772 1.106956 2.683675 -1.2 0.9 0.5 0.076
H -0.366912 1.914289 1.458833 1.1 -0.1 0.1 0.128
H 1.023707 0.593623 1.416801 1.0 0.6 0.1 0.100
H -0.145455 1.762763 -0.695847 1.2 1.2 -1.8 0.097
H -1.498672 0.705604 -0.385695 1.2 0.2 0.1 0.145
H -0.370752 -1.379550 -0.952312 -0.8 -0.7 0.7 0.134
H 1.977905 0.294925 -1.865516 0.7 1.3 0.7 0.129
H 0.960873 -2.050430 -3.102687 -0.8 -0.5 1.0 0.128
H 2.382531 -1.332506 -3.194362 -0.2 -0.1 1.1 0.136
```
Positions in Å, forces in eV/Å.

=====

Density functional theory data (ωB97M-V/def2-TZVPD) for a 2-piece molecular cluster, C5H11NO overall at a distorted geometry.

Energy relative to the best compared isomer or geometry (same formula, charge and spin) = 57.0 kcal per mole
Total charge = +1
Electronic energy = -8890.8659 eV
Spin multiplicity = 2
HOMO level (alpha / beta) = -14.8 / -14.8 eV

XYZ file:
```
18
Properties=species:S:1:pos:R:3:forces:R:3:lowdin_charge:R:1
C -1.545267 -1.157155 -0.974217 0.0 1.3 -0.3 -0.063
C -1.412346 -0.768696 0.506828 0.2 -0.3 -0.3 -0.165
C -0.668098 0.505566 0.777006 0.7 -2.8 -0.8 -0.246
C -1.065039 1.386672 1.769164 0.6 1.4 0.4 0.274
C 0.925924 1.328013 -0.751548 1.4 0.6 0.4 0.123
N 0.537035 0.536795 0.156497 -1.6 2.2 0.0 0.116
H -2.177221 -2.034198 -1.051993 0.0 0.0 -0.2 0.091
H -1.963009 -0.306055 -1.539383 -0.3 -0.5 0.2 0.094
H -0.591858 -1.320476 -1.465628 0.2 -0.4 0.2 0.068
H -0.791248 -1.565452 0.944120 -0.3 0.2 0.4 0.148
H -2.394412 -0.759885 0.966012 0.0 0.0 0.3 0.124
H -1.860363 1.186559 2.468360 -0.3 -0.3 -0.2 0.110
H -0.560631 2.345698 1.881251 0.1 -0.2 0.0 0.111
H 1.984985 1.387539 -1.009256 -0.1 -0.5 -0.1 0.118
H 0.326995 2.100543 -1.224518 -0.6 -0.3 0.0 0.125
H 2.442959 -2.070097 -0.904473 0.5 -0.5 -0.2 0.044
H 2.030902 -0.713236 -0.586357 0.6 0.0 -0.1 -0.029
O 2.801167 -1.179350 -0.949504 -1.0 0.2 0.3 -0.044
```
Positions in Å, forces in eV/Å.

=====

Density functional theory data (ωB97M-V/def2-TZVPD) for a 2-piece molecular cluster, C5H11NO overall at a distorted geometry.

Energy relative to the best compared isomer or geometry (same formula, charge and spin) = 47.3 kcal per mole
Total charge = +1
Electronic energy = -8891.2866 eV
Spin multiplicity = 2
HOMO level (alpha / beta) = -13.6 / -14.7 eV

XYZ file:
```
18
Properties=species:S:1:pos:R:3:forces:R:3:lowdin_charge:R:1
N 1.442234 0.436159 -1.464133 -4.3 -1.6 -0.1 0.181
C 0.083475 0.043748 -1.164636 3.1 2.0 -3.5 -0.213
C -0.504490 0.149403 0.080287 0.9 -1.0 2.0 -0.037
C 0.124787 0.787395 1.170286 1.6 -0.6 -1.2 -0.114
C -0.617523 1.305655 2.188697 -1.9 -0.8 -0.3 0.160
C -0.745907 -0.120026 -2.432888 -0.1 -0.3 0.4 -0.007
H 2.112509 0.070086 -0.833087 1.0 0.1 0.7 0.101
H 1.626038 0.247680 -2.454188 0.3 0.2 0.7 0.116
H -1.418327 -0.385496 0.271976 -0.7 0.5 -0.3 0.133
H 1.225410 0.937662 1.159954 -0.9 0.7 -0.4 0.143
H -0.547640 2.328621 2.454010 0.8 0.6 1.1 0.091
H -1.553659 0.797318 2.442178 0.1 0.4 -0.1 0.104
H -1.279978 0.781076 -2.661607 -0.4 1.1 0.5 0.092
H -0.193834 -0.203587 -3.415229 -0.4 -1.0 1.4 0.116
H -1.588257 -0.800584 -2.189982 0.8 -0.2 -0.8 0.110
H -0.066667 -1.731588 2.229124 2.0 -0.2 0.9 0.064
H 1.003696 -2.751722 2.124334 0.6 -1.3 -0.3 0.022
O 0.898132 -1.891801 2.494905 -2.6 1.4 -0.6 -0.060
```
Positions in Å, forces in eV/Å.

=====

Density functional theory data (ωB97M-V/def2-TZVPD) for one molecule with the formula C5H11NO2 at a distorted geometry.

Energy relative to the best compared isomer or geometry (same formula, charge and spin) = 85.3 kcal per mole
Electronic energy = -10945.5667 eV
SMILES = CC/C(N)=C(/O)OC
HOMO level = -7.3 eV

XYZ file:
```
19
Properties=species:S:1:pos:R:3:forces:R:3:lowdin_charge:R:1
C -2.098721 -0.245509 -0.787673 -0.3 0.2 0.5 -0.138
C -0.745663 -0.893103 -0.903994 3.0 1.4 -2.9 -0.123
C 0.710530 0.241397 -0.936119 -2.0 -2.3 2.9 -0.150
N 1.816672 0.253085 -1.775639 -1.0 -0.5 -0.2 0.071
C 0.786515 0.771548 0.283574 -1.3 0.0 0.0 -0.419
O 1.777879 1.624304 0.733874 -0.6 -0.2 0.1 0.050
O -0.258200 0.471274 1.166298 1.2 0.8 0.7 -0.162
C 0.204026 -0.360113 2.239868 -0.2 0.3 0.0 -0.068
H -2.427862 -0.153757 0.250714 0.2 0.2 -0.1 0.065
H -2.082928 0.742505 -1.253387 -0.2 -0.1 0.1 0.080
H -2.859806 -0.883827 -1.254798 0.2 0.2 -0.3 0.073
H -0.587365 -1.166003 -1.947877 -0.5 -0.5 -0.3 0.068
H -0.692260 -1.842924 -0.370228 0.8 0.5 0.5 0.091
H 2.538347 0.914679 -1.490067 -0.3 -0.5 -0.8 0.095
H 1.682261 -0.141872 -2.694906 0.6 0.7 0.1 0.082
H 1.312692 2.359724 1.162659 0.3 -0.1 -0.1 0.117
H 0.546619 -1.328069 1.859835 0.0 0.1 0.0 0.092
H -0.630555 -0.501336 2.929759 0.0 0.0 -0.2 0.089
H 1.007819 0.137997 2.788106 0.1 -0.1 -0.1 0.085
```
Positions in Å, forces in eV/Å.

=====

Q: What is the formula in the third record?
A: C5H11NO

=====

Q: Among the records above, which one has the highest energy relative to the best compared isomer or geometry (same formula, charge and spin)?
A: number 2